Below is a 2-piece molecular cluster, C7H14 overall, with properties calculated with ωB97M-V/def2-TZVPD.

Geometry (Å):
C: -1.47 -1.11 -0.64
C: -0.35 -0.54 0.35
C: -1.29 0.23 1.25
C: 0.49 0.57 -0.21
C: 0.21 -1.70 0.97
H: -2.15 -1.64 -0.13
H: -1.86 -0.34 -1.48
H: -0.75 -1.83 -1.19
H: -0.60 1.29 1.66
H: -2.17 0.66 0.35
H: -1.84 -0.38 2.16
H: 1.12 1.23 0.54
H: -0.01 1.27 -0.82
H: 1.19 0.01 -1.02
H: 0.89 -2.24 0.27
H: 0.77 -1.59 2.00
H: -0.55 -2.26 1.49
C: 1.55 2.09 -1.61
C: 2.67 2.03 -1.26
H: 0.58 2.30 -1.98
H: 3.55 1.97 -0.71

## Properties
frontier orbital gap: 10.462 eV
strongest force on any atom: 8.6 eV/Å
relative energy (zero: lowest compared OMol25 entry of this formula, charge and spin): 726.61 kJ/mol
energy: -274.839493 Eh

Löwdin population analysis, charges in e, atoms 1 to 5: -0.0832, -0.7561, -0.1189, -0.1677, -0.1178